12
Properties=species:S:1:pos:R:3:forces:R:3 method="wB97M-V/def2-TZVPD" charge=0 e_lumo_ev=-2.9
C -2.0102 -1.1157 0.1081 0.2 0.0 0.7
C -0.7341 -0.8837 0.6370 -3.6 2.6 -4.4
C -1.2269 0.6870 -0.8434 -2.0 -0.4 -1.0
C 2.3441 0.8541 0.2677 -0.7 0.0 -2.6
N -2.3093 -0.0909 -0.7722 -0.4 -1.0 0.0
N -0.3129 0.2487 -0.0409 4.2 -0.3 2.2
F 2.4853 1.4449 1.3711 -0.4 0.2 1.1
F 2.5608 1.7050 -0.7329 -0.7 -0.8 1.0
I 3.2277 -1.0045 -0.0552 -0.4 0.1 0.2
H -2.7156 -1.9680 0.3620 0.9 1.5 -0.5
H -0.1517 -1.3407 1.2789 2.6 -2.3 3.1
H -1.1573 1.4639 -1.5802 0.3 0.4 0.2

=====

16
Properties=species:S:1:pos:R:3:forces:R:3 method="wB97M-V/def2-TZVPD" smiles="C#C[C@](F)(C=C)CN" charge=0 e_lumo_ev=0.9
C 2.4344 -0.3117 -0.9745 -0.6 0.5 0.4
C 1.3948 -0.1162 -0.4141 -1.2 -1.1 0.4
C 0.0986 -0.2631 0.3572 1.3 -0.7 -1.6
F 0.4268 -0.8707 1.5493 0.1 -0.5 0.8
C -0.8942 -1.2074 -0.3364 1.6 -0.7 -0.3
C -2.0619 -0.8368 -0.8142 0.0 0.6 -0.2
C -0.4431 1.0654 0.7025 -0.6 1.8 0.4
N -0.2881 2.0797 -0.3458 -0.4 -0.4 -0.6
H 3.3817 -0.3034 -1.4054 0.8 -0.1 -0.5
H -0.5083 -2.2475 -0.5092 -0.4 1.1 0.4
H -2.6589 -1.5683 -1.3489 -0.2 0.4 0.1
H -2.3478 0.2293 -0.7474 -0.3 -0.9 -0.2
H -1.5201 0.8791 0.8605 0.5 0.4 1.1
H 0.1680 1.4577 1.5589 -1.1 -0.6 -0.4
H -0.5497 2.9813 0.0349 0.0 0.0 -0.1
H -0.9614 1.8680 -1.0900 0.4 0.3 0.1

=====

69
Properties=species:S:1:pos:R:3:forces:R:3 method="wB97M-V/def2-TZVPD" charge=+2 e_lumo_ev="-6.1 / -6.8" multiplicity=4
Co 1.0846 1.8996 0.1038 0.2 -0.7 0.0
C 3.7588 2.2642 1.2368 0.5 0.3 0.5
N 3.1888 2.4681 -0.1003 -0.5 -1.8 -0.7
C 3.9050 1.6310 -1.1238 -0.2 0.3 0.5
C 3.1385 3.8694 -0.4858 1.3 1.0 1.2
C 2.1071 4.5975 0.3236 -0.1 0.6 0.0
N 0.7702 3.9566 0.1209 -0.1 0.7 -1.1
C 0.2028 4.3442 -1.2115 0.2 0.5 0.5
C -0.2271 4.4533 1.0811 2.3 -0.3 1.7
H 3.5006 1.2821 1.6798 0.3 0.7 -0.4
H 3.2887 3.0223 1.8575 0.4 -0.2 0.5
H 4.8720 2.4097 1.2351 -0.9 -0.1 0.0
H 4.9830 1.7033 -0.9532 0.0 -0.1 -0.1
H 3.6673 2.0563 -2.0878 0.0 -0.2 -0.4
H 3.5851 0.5783 -1.0843 0.2 0.5 0.0
H 2.9044 4.0025 -1.5083 -0.1 -0.4 -1.2
H 4.1148 4.3906 -0.3322 -0.4 -0.5 -0.1
H 2.1367 5.6658 0.0058 -0.4 -0.6 0.3
H 2.3920 4.5490 1.3776 -0.5 0.2 0.0
H -0.4144 5.2544 -1.2066 0.4 0.0 0.4
H -0.4303 3.5638 -1.5075 -0.9 -1.1 -0.7
H 0.9512 4.4507 -1.9541 0.8 0.1 -0.6
H 0.0198 5.4966 1.2299 -0.6 0.4 0.3
H -0.1073 3.8964 2.0112 0.1 0.3 0.3
H -1.1995 4.2611 0.7673 -1.5 0.1 -0.7
C -4.8378 -1.8586 1.1130 1.2 1.9 0.5
C -4.8225 -0.6453 0.1369 1.0 -0.2 1.3
C -5.1110 -1.2311 -1.2296 -1.8 -0.3 -0.3
C -5.8508 0.4379 0.5405 0.5 0.0 0.4
C -3.4056 -0.0385 0.0757 -0.8 1.5 -0.6
C -3.2317 1.3216 -0.1912 0.4 0.7 0.5
C -1.9469 1.8899 -0.2887 -2.7 -0.5 0.4
N -0.8574 1.1687 -0.1480 1.3 0.3 -0.2
C -0.9949 -0.1570 0.0351 0.9 0.3 0.4
C -2.2164 -0.7319 0.1678 -0.9 -1.4 0.0
C 0.2690 -0.9197 0.2334 -0.4 -0.1 0.8
C 0.2710 -2.2885 0.2673 0.3 -2.7 -1.1
C 1.5043 -3.0315 0.2306 -0.6 2.3 0.5
C 2.6392 -2.2161 0.4994 0.3 -2.3 -0.4
C 2.5335 -0.8799 0.6651 0.3 0.8 -0.5
N 1.3776 -0.2242 0.4659 0.6 1.6 -0.1
C 1.6525 -4.4663 -0.1791 -0.6 -0.7 -0.4
C 2.6877 -4.5544 -1.3131 -0.1 2.1 -0.4
C 2.2357 -5.3350 0.9205 1.4 0.2 0.8
C 0.3233 -5.0989 -0.6370 -0.4 1.3 0.7
H -5.8031 -2.2472 1.0688 -1.6 -1.0 0.0
H -4.6609 -1.5369 2.1531 0.1 -0.2 -0.3
H -4.1141 -2.6090 0.8073 -0.1 -0.2 0.1
H -6.1827 -1.7027 -1.2203 2.0 0.8 -0.1
H -4.3609 -2.0114 -1.4585 -0.5 0.5 -0.3
H -5.1179 -0.3881 -1.9326 0.1 -0.6 -0.4
H -6.8109 -0.0213 0.5936 -0.9 -0.4 -0.2
H -5.9196 1.2574 -0.1906 0.0 -0.3 0.3
H -5.7146 0.8394 1.5676 0.4 -0.1 -0.7
H -4.0709 2.0163 -0.1681 0.3 -0.3 -0.3
H -1.9541 2.9651 -0.3884 0.6 -0.1 -0.2
H -2.3175 -1.7802 0.3663 0.3 -0.3 0.1
H -0.6814 -2.8413 0.1016 1.0 0.5 0.1
H 3.6514 -2.6578 0.4675 -0.7 0.3 0.3
H 3.4672 -0.3103 0.7946 -0.9 -0.3 0.1
H 3.6997 -4.3149 -0.9404 -0.4 0.2 -0.3
H 2.3962 -3.9047 -2.1880 0.5 -0.5 0.9
H 2.7387 -5.5486 -1.6501 -0.1 -1.3 -0.5
H 3.1626 -4.8717 1.2955 -0.3 0.1 0.1
H 2.6296 -6.2476 0.4686 -0.5 -0.2 0.2
H 1.6265 -5.5396 1.8015 -0.3 0.0 -0.3
H -0.2096 -4.5484 -1.4140 0.3 0.1 -0.3
H -0.3774 -5.1172 0.2084 0.2 -0.3 -0.1
H 0.5119 -6.0876 -0.9829 0.0 -0.8 -0.2

=====

For reference, ΔE to the lowest compared entry with this formula, charge and spin by record: 80.0 69.9 26.3 kcal per mole.
For reference, F_max by record: 6.27 2.18 2.93 eV/Å.